# 1
# C2H3NO2S2

One molecule with the formula C2H3NO2S2 at a distorted geometry (the ωB97M-V functional and the def2-TZVPD basis, the OMol25 dataset).

E_LUMO (spin up / spin down) ... -0.671 / -0.807 eV
Energy above the lowest of the compared OMol25 structures with the same formula, charge and spin ... 4.120 eV
Molecular weight ... 137.2 g mol⁻¹
DFT total energy ... -29373.8575 eV
Kohn-Sham gap (spin up / spin down) ... 7.219 / 7.369 eV

Geometry (Å):
1 C -0.90 0.77 -0.26
2 C 0.40 0.92 0.24
3 N -1.01 -1.77 0.16
4 O 2.86 0.19 -0.43
5 O 0.96 -0.02 1.10
6 S -1.96 -0.59 -0.24
7 S 1.58 -0.39 -0.32
8 H -1.30 1.67 -0.70
9 H 0.95 1.84 0.16
10 H -1.59 -2.63 0.27



# 2
# C25H17ClIN5O2PdS3

C25H17ClIN5O2PdS3 as an isolated structure at a distorted geometry (the ωB97M-V functional and the def2-TZVPD basis, the OMol25 dataset).

E_LUMO (spin up / spin down) ... -0.147 / -0.651 eV
Energy above the lowest of the compared OMol25 structures with the same formula, charge and spin ... 0.000 eV
Molecular weight ... 784.4 g mol⁻¹
DFT total energy ... -94353.0013 eV
2S+1 ... 3
Kohn-Sham gap (spin up / spin down) ... 7.468 / 6.946 eV
⟨S²⟩ ... 2.0058

Geometry (Å):
1 Pd -12.60 -3.48 11.76
2 Cl -7.75 -8.14 13.47
3 C -9.23 -7.34 13.03
4 C -10.37 -8.09 12.97
5 C -11.63 -7.47 12.66
6 I -13.31 -8.71 12.89
7 C -11.79 -6.13 12.48
8 O -12.92 -5.53 12.31
9 C -10.52 -5.34 12.45
10 N -10.61 -4.06 12.12
11 C -9.60 -3.23 12.16
12 C -8.31 -3.72 12.37
13 C -8.12 -5.07 12.58
14 C -9.23 -5.94 12.67
15 H -10.35 -9.21 13.11
16 H -9.77 -2.22 11.97
17 H -7.44 -3.04 12.42
18 H -7.11 -5.41 12.76
19 N -12.21 0.06 12.04
20 C -12.30 -0.41 10.75
21 N -12.36 -1.69 10.47
22 C -12.48 -1.93 9.12
23 C -12.53 -0.78 8.37
24 S -12.31 0.60 9.36
25 C -12.72 -3.28 8.67
26 C -12.68 -3.80 7.43
27 S -13.20 -5.45 7.42
28 C -13.37 -5.32 9.13
29 N -13.14 -4.14 9.64
30 N -13.96 -6.33 9.85
31 H -12.15 -0.71 12.79
32 H -11.60 0.85 12.17
33 H -12.45 -0.68 7.29
34 H -12.26 -3.36 6.51
35 H -13.84 -7.30 9.56
36 H -13.76 -6.22 10.89
37 C -14.95 2.52 21.28
38 C -14.47 1.61 20.08
39 O -14.88 0.49 19.89
40 S -13.34 2.44 18.92
41 C -13.27 1.19 17.72
42 C -12.57 -0.02 18.01
43 C -12.44 -1.01 17.09
44 C -12.94 -0.83 15.76
45 C -13.71 0.26 15.54
46 C -13.94 1.25 16.49
47 C -12.83 -1.90 14.72
48 C -12.60 -2.43 13.65
49 H -14.22 3.26 21.62
50 H -15.23 1.86 22.14
51 H -15.78 3.13 21.03
52 H -12.16 -0.01 18.98
53 H -11.92 -1.95 17.27
54 H -14.21 0.34 14.57
55 H -14.62 2.05 16.22



# 3
# C4H17NO4S

A 4-piece molecular cluster, C4H17NO4S overall at a distorted geometry (the ωB97M-V functional and the def2-TZVPD basis, the OMol25 dataset).

E_LUMO ... 0.562 eV
Energy above the lowest of the compared OMol25 structures with the same formula, charge and spin ... 0.000 eV
Molecular weight ... 175.3 g mol⁻¹
DFT total energy ... -24938.6005 eV
SMILES string ... OCNCCCS.O.O.O
Kohn-Sham gap ... 9.489 eV

Geometry (Å):
1 O 1.63 -0.72 2.18
2 C 0.70 -1.50 1.47
3 N 0.30 -0.81 0.21
4 C -0.74 -1.56 -0.47
5 C -1.19 -0.96 -1.78
6 C -2.20 0.17 -1.74
7 S -1.66 1.87 -1.33
8 H 2.47 -0.71 1.69
9 H -0.18 -1.57 2.14
10 H 1.10 -2.46 1.23
11 H -0.08 0.05 0.56
12 H -1.61 -1.84 0.16
13 H -0.32 -2.57 -0.66
14 H -0.32 -0.68 -2.38
15 H -1.60 -1.80 -2.31
16 H -2.64 0.26 -2.69
17 H -2.99 -0.06 -1.04
18 H -0.71 2.00 -2.26
19 O 3.47 0.58 -0.81
20 H 2.76 -0.03 -1.07
21 H 2.95 1.25 -0.35
22 O 1.44 2.69 -0.20
23 H 1.20 2.23 0.63
24 H 1.61 3.61 0.03
25 O -1.17 1.20 2.79
26 H -1.74 0.81 3.47
27 H -0.47 0.56 2.53



# 4
# C47H46FGaNO8

C47H46FGaNO8 as an isolated structure at a distorted geometry (the ωB97M-V functional and the def2-TZVPD basis, the OMol25 dataset).

E_LUMO ... 0.365 eV
Molecular weight ... 841.6 g mol⁻¹
DFT total energy ... -122436.0354 eV
Charge ... -1
Kohn-Sham gap ... 5.237 eV

Geometry (Å):
1 C 3.74 2.07 0.27
2 C 2.41 2.77 -0.46
3 O 2.62 3.26 -1.68
4 N 1.09 2.76 0.29
5 C 0.02 3.59 -0.39
6 C -1.53 3.17 0.08
7 C -2.33 2.27 -1.03
8 C -2.93 0.83 -0.42
9 Ga -1.35 -0.47 -0.11
10 C 0.03 -0.10 -1.63
11 C -0.54 -0.37 -3.14
12 C -1.61 -1.60 -3.27
13 O -2.91 -1.56 -2.91
14 O -1.15 -2.90 -3.84
15 C -1.90 -2.48 0.01
16 O -1.52 -3.14 1.27
17 C -0.07 -3.36 1.38
18 C 0.46 -3.95 2.84
19 C 2.07 -4.21 3.12
20 C 3.20 -3.88 1.96
21 C 2.69 -3.33 0.47
22 C 1.06 -3.08 0.22
23 C -0.59 0.00 1.81
24 C -1.66 -0.30 3.01
25 C -1.55 0.85 4.22
26 F -3.08 -0.34 2.60
27 H 4.20 1.24 -0.45
28 H 4.56 2.89 0.40
29 H 3.47 1.56 1.29
30 H 1.20 2.99 1.30
31 H 0.02 3.48 -1.58
32 H 0.26 4.73 -0.17
33 H -1.56 2.73 1.18
34 H -2.11 4.21 0.14
35 H -1.71 2.08 -2.03
36 H -3.29 2.88 -1.38
37 H -3.60 0.38 -1.27
38 H -3.53 1.13 0.55
39 H 1.09 -0.62 -1.41
40 H 0.27 1.07 -1.56
41 H -1.07 0.60 -3.54
42 H 0.38 -0.56 -3.87
43 H -1.35 -2.84 -4.84
44 H -3.09 -2.48 -0.04
45 H -1.54 -3.12 -0.92
46 H -0.27 -4.22 3.73
47 H 2.49 -4.64 4.15
48 H 4.37 -4.02 2.12
49 H 3.48 -3.08 -0.39
50 H 0.75 -2.70 -0.84
51 H -0.26 1.12 1.86
52 H 0.36 -0.65 2.02
53 H -1.38 -1.32 3.51
54 H -2.05 0.37 5.17
55 H -2.12 1.84 3.97
56 H -0.40 1.05 4.48
57 C -6.40 4.63 4.95
58 C -5.47 4.04 4.09
59 C -4.77 4.82 3.17
60 C -5.02 6.20 3.09
61 C -5.96 6.78 3.92
62 C -6.65 6.00 4.86
63 C -6.26 8.23 3.82
64 O -7.09 8.75 4.55
65 C -5.56 9.03 2.80
66 C -5.87 10.39 2.65
67 C -5.20 11.16 1.70
68 C -4.20 10.59 0.91
69 C -3.89 9.23 1.05
70 C -4.58 8.45 2.00
71 C -4.26 7.02 2.12
72 O -3.39 6.51 1.42
73 H -6.94 4.03 5.67
74 H -5.29 2.97 4.15
75 H -4.05 4.35 2.51
76 H -7.38 6.46 5.53
77 H -6.65 10.85 3.26
78 H -5.45 12.21 1.58
79 H -3.67 11.19 0.17
80 H -3.12 8.79 0.43
81 C 9.16 -8.48 -3.17
82 C 8.94 -8.82 -4.51
83 C 7.72 -8.52 -5.11
84 C 6.71 -7.89 -4.37
85 C 6.92 -7.58 -3.03
86 C 8.16 -7.86 -2.43
87 C 5.85 -6.96 -2.22
88 O 6.04 -6.68 -1.05
89 C 4.54 -6.69 -2.86
90 C 3.50 -6.16 -2.09
91 C 2.26 -5.89 -2.69
92 C 2.07 -6.14 -4.05
93 C 3.11 -6.67 -4.81
94 C 4.34 -6.96 -4.21
95 C 5.42 -7.56 -5.02
96 O 5.26 -7.79 -6.21
97 H 10.12 -8.71 -2.71
98 H 9.72 -9.32 -5.08
99 H 7.55 -8.78 -6.15
100 H 8.34 -7.61 -1.39
101 H 3.64 -5.95 -1.03
102 H 1.45 -5.48 -2.09
103 H 1.11 -5.92 -4.51
104 H 2.95 -6.87 -5.87